ORCA calculation (the ωB97M-V functional and the def2-TZVPD basis) on a structure of composition C24H32CoN7O3P.

```
68
Properties=species:S:1:pos:R:3:mulliken_charge:R:1
Co -0.258 -0.024 -0.264 0.076
O 0.377 -1.556 -1.212 -0.501
C 1.589 -1.971 -1.408 0.487
C 1.795 -3.156 -2.152 -0.887
C 3.055 -3.671 -2.321 -0.498
C 4.190 -3.033 -1.791 -0.849
C 4.023 -1.863 -1.104 -0.704
C 2.737 -1.321 -0.886 0.597
C 2.632 -0.005 -0.356 -0.239
N 1.548 0.613 -0.022 0.292
C 1.542 2.063 -0.177 -0.148
C 0.842 2.290 -1.519 -0.974
N -0.215 1.270 -1.644 0.601
C -1.025 1.307 -2.638 -0.446
C -2.166 0.466 -2.818 0.913
C -2.922 0.628 -3.999 -0.852
C -4.072 -0.081 -4.215 -0.882
C -4.505 -0.972 -3.221 -0.571
C -3.798 -1.146 -2.058 -0.968
C -2.599 -0.443 -1.819 0.572
O -1.979 -0.654 -0.687 -0.026
H 0.927 -3.642 -2.578 0.463
H 3.178 -4.585 -2.888 0.433
H 5.175 -3.448 -1.949 0.419
H 4.883 -1.328 -0.719 0.386
H 3.561 0.569 -0.310 0.322
H 2.552 2.477 -0.194 0.581
H 0.992 2.531 0.637 -0.484
H 1.562 2.164 -2.331 0.473
H 0.414 3.292 -1.588 0.565
H -0.857 2.069 -3.401 0.402
H -2.570 1.334 -4.743 0.421
H -4.639 0.047 -5.125 0.421
H -5.417 -1.536 -3.373 0.453
H -4.134 -1.838 -1.296 0.503
C 0.193 -4.287 3.035 -1.035
N 0.109 -2.869 2.742 -0.189
C -0.256 -2.357 1.555 0.370
N -0.651 -3.184 0.582 -0.167
O -0.253 -1.107 1.404 -0.542
H 0.528 -4.409 4.060 0.341
H 0.908 -4.792 2.381 0.331
H -0.784 -4.767 2.946 0.292
H 0.451 -2.198 3.407 0.268
H -0.631 -4.181 0.692 0.254
H -0.782 -2.772 -0.332 0.124
C -4.283 2.416 1.761 -0.841
N -3.701 1.394 2.628 0.122
C -2.959 2.048 3.702 -0.897
N -1.933 2.975 3.223 0.102
C -2.565 3.956 2.340 -0.976
N -3.299 3.360 1.224 0.129
C -2.398 2.712 0.274 -1.203
P -1.452 1.353 1.084 2.456
C -2.859 0.467 1.881 -1.058
C -0.831 2.283 2.559 -1.377
H -5.008 2.984 2.344 0.299
H -4.804 1.932 0.934 0.421
H -2.492 1.289 4.332 0.398
H -3.664 2.615 4.311 0.329
H -1.804 4.635 1.951 0.400
H -3.271 4.537 2.935 0.327
H -1.710 3.454 -0.140 0.172
H -2.973 2.296 -0.559 0.440
H -2.463 -0.304 2.544 0.274
H -3.432 -0.028 1.099 0.384
H -0.084 3.023 2.264 0.345
H -0.352 1.588 3.251 0.355
```

As for the largest force on an atom: 0.98 eV/Å. The energy relative to the best compared isomer or geometry (same formula, charge and spin) is 0.097 eV. As for the HOMO-LUMO gap: 7.95 eV. For the electronic energy, the calculation gives -88893.1294 eV. The calculation puts the LUMO energy at -2.61 eV. The net charge is +1.

***

ORCA calculation (the ωB97M-V functional and the def2-TZVPD basis) on a cluster of 8 separate species, C24H32F7O21 in total.

```
84
Properties=species:S:1:pos:R:3:mulliken_charge:R:1
F -34.731 -17.507 94.438 -0.550
C -36.261 -14.215 97.133 -0.394
C -35.289 -14.468 95.971 0.635
O -34.093 -13.922 96.447 -0.287
C -34.316 -13.256 97.551 0.584
O -33.502 -12.525 98.155 -0.647
O -35.523 -13.476 97.992 -0.273
F -35.769 -13.705 94.868 -0.350
H -36.668 -15.115 97.478 0.255
H -37.176 -13.538 96.720 0.279
H -35.417 -15.290 95.546 0.105
C -33.097 -15.482 92.319 0.079
C -31.711 -15.288 92.830 0.617
O -31.363 -13.967 92.730 -0.331
C -32.301 -13.355 91.981 0.615
O -32.364 -12.192 91.603 -0.592
O -33.274 -14.199 91.714 -0.299
F -30.830 -16.089 92.111 -0.374
H -34.003 -15.675 93.104 -0.396
H -33.154 -16.357 91.897 0.444
H -31.484 -15.645 93.845 0.123
C -37.541 -19.887 93.767 -0.484
C -36.173 -20.480 93.942 1.445
O -35.885 -21.233 92.812 -0.329
C -36.934 -21.173 92.013 0.562
O -36.987 -21.771 90.910 -0.641
O -37.867 -20.343 92.456 -0.369
F -36.059 -21.273 95.103 -0.351
H -37.726 -18.949 93.759 0.324
H -38.400 -20.467 94.288 0.192
H -35.344 -19.596 93.899 -0.521
C -35.713 -19.359 97.557 0.923
C -35.684 -18.538 98.818 0.778
O -37.018 -18.642 99.269 -0.345
C -37.750 -19.347 98.629 0.562
O -38.828 -19.795 98.958 -0.656
O -37.182 -19.568 97.439 -0.367
F -35.453 -17.161 98.623 -0.200
H -35.232 -20.165 97.834 -0.311
H -35.101 -18.942 96.550 -0.428
H -35.001 -19.049 99.476 -0.041
C -38.425 -15.288 92.459 -0.425
C -37.012 -15.824 92.271 1.015
O -36.389 -14.857 91.590 -0.180
C -37.330 -14.015 90.988 0.538
O -37.051 -13.090 90.250 -0.544
O -38.541 -14.381 91.383 -0.342
F -37.070 -16.929 91.492 -0.353
H -38.584 -14.939 93.446 0.276
H -39.261 -16.096 92.474 0.309
H -36.598 -15.994 93.097 -0.302
C -33.037 -19.292 92.219 -0.028
C -32.410 -19.840 93.510 0.912
O -31.176 -20.372 92.953 -0.459
C -30.887 -19.953 91.713 0.569
O -29.883 -20.195 91.156 -0.537
O -31.969 -19.329 91.296 -0.482
F -33.122 -20.856 94.131 -0.288
H -33.945 -18.451 92.423 -0.091
H -33.571 -20.081 91.987 0.580
H -32.261 -19.055 94.390 -0.209
C -32.330 -16.746 97.586 -0.572
O -32.237 -18.007 98.205 -0.449
C -32.010 -19.134 97.366 0.377
C -31.900 -20.461 98.124 -1.569
O -33.071 -20.543 98.509 -0.122
C -33.188 -21.550 99.594 -0.654
C -34.599 -21.939 99.911 -0.648
O -35.352 -20.973 100.511 -0.325
C -36.629 -21.320 101.031 -1.213
H -31.426 -16.468 97.100 0.504
H -32.733 -16.075 98.273 0.383
H -33.111 -16.721 96.765 -0.085
H -31.209 -18.858 96.700 0.724
H -32.795 -19.178 96.808 -0.669
H -31.114 -20.403 98.711 0.659
H -31.650 -21.242 97.612 0.877
H -32.691 -21.108 100.453 0.339
H -32.667 -22.631 99.169 0.279
H -34.862 -22.797 100.346 0.751
H -35.258 -22.023 98.960 0.158
H -37.370 -21.519 100.353 0.519
H -37.126 -20.534 101.524 0.367
H -36.436 -22.023 101.794 0.420
```

As for the largest force on an atom: 12.58 eV/Å. The energy relative to the best compared isomer or geometry (same formula, charge and spin) is 0.476 eV. As for the HOMO-LUMO gap: 9.66 eV. For the electronic energy, the calculation gives -87417.7837 eV. The calculation puts the LUMO energy at 1.98 eV. The net charge is -1.

***

ORCA calculation (the ωB97M-V functional and the def2-TZVPD basis) on a structure of composition C24H32GeO10P3V.

```
71
Properties=species:S:1:pos:R:3:lowdin_spin:R:1
V 1.617 1.038 -0.330 1.111
C 3.615 4.139 2.376 0.000
C 2.910 3.094 1.525 0.003
O 2.488 1.988 2.330 -0.002
P 1.375 3.814 0.723 0.035
O 2.300 5.025 -0.178 0.017
O 0.257 3.287 1.942 0.015
O 0.891 2.901 -0.459 0.028
P 4.111 2.294 0.310 0.002
O 3.813 3.017 -1.098 0.000
O 5.491 2.487 0.791 -0.001
O 3.602 0.859 0.064 0.014
H 2.919 4.552 3.110 0.000
H 4.006 4.950 1.762 0.000
H 4.448 3.654 2.882 0.000
H 1.623 2.241 2.693 0.000
H 1.713 5.412 -0.841 0.001
H -0.253 2.553 1.558 -0.001
H 3.481 3.927 -0.963 0.000
C 2.381 -2.224 -1.708 0.001
O 1.973 -1.404 -2.814 0.004
P 1.482 0.107 -2.593 0.021
O 2.213 0.839 -3.833 -0.003
C 3.634 1.022 -3.751 0.000
O 0.010 0.013 -3.211 0.003
C -0.804 1.192 -3.161 0.003
H 3.038 -2.987 -2.122 0.000
H 1.513 -2.689 -1.244 -0.001
H 2.913 -1.639 -0.958 0.001
H 3.980 1.218 -4.763 0.000
H 4.122 0.119 -3.378 0.000
H 3.875 1.853 -3.091 0.000
H -1.831 0.874 -3.323 0.000
H -0.497 1.887 -3.944 0.000
H -0.722 1.684 -2.189 0.002
C 0.501 -0.172 0.475 -0.191
Ge -1.143 -1.090 0.577 -0.031
C -2.176 -0.544 2.172 -0.006
C -1.584 0.269 3.134 -0.003
C -2.277 0.662 4.273 0.000
C -3.584 0.240 4.468 0.000
C -4.191 -0.573 3.519 0.000
C -3.491 -0.957 2.385 -0.001
C -2.402 -0.861 -0.915 0.001
C -2.362 -1.701 -2.027 0.000
C -3.257 -1.549 -3.076 0.000
C -4.219 -0.549 -3.027 0.000
C -4.275 0.297 -1.929 0.000
C -3.373 0.138 -0.886 0.000
C -0.885 -3.043 0.754 -0.007
C 0.359 -3.544 1.129 -0.002
C 0.566 -4.906 1.305 0.000
C -0.478 -5.796 1.103 0.000
C -1.726 -5.318 0.725 0.000
C -1.922 -3.955 0.555 -0.001
H 1.149 -0.291 1.368 -0.013
H -0.563 0.606 2.987 -0.002
H -1.798 1.302 5.004 0.000
H -4.129 0.546 5.352 0.000
H -5.213 -0.903 3.664 0.000
H -3.984 -1.584 1.648 0.000
H -1.610 -2.482 -2.082 0.000
H -3.202 -2.207 -3.935 0.000
H -4.923 -0.430 -3.842 0.000
H -5.022 1.082 -1.887 0.000
H -3.430 0.802 -0.029 0.000
H 1.182 -2.851 1.280 -0.001
H 1.542 -5.273 1.598 0.000
H -0.321 -6.860 1.235 0.000
H -2.544 -6.009 0.562 0.000
H -2.901 -3.597 0.249 0.000
```

As for the largest force on an atom: 2.52 eV/Å. The energy relative to the best compared isomer or geometry (same formula, charge and spin) is 1.722 eV. As for the HOMO-LUMO gap (spin up / spin down): 4.30 / 4.27 eV. For the electronic energy, the calculation gives -155956.5855 eV. Its multiplicity is 2. The calculation puts the LUMO energy (spin up / spin down) at 1.96 / 2.19 eV. The net charge is -1.